(1)
Computed, not measured: C15H24NO5PPtS2Se2Te as an isolated structure, with ωB97M-V with the def2-TZVPD basis set.

Results
2S+1: 5
Energy relative to the best compared isomer or geometry (same formula, charge and spin): 39.7 kcal/mol
Total charge: +2
Frontier orbital gap (spin up / spin down): 8.74 / 4.83 eV
<S²>: 6.025

The geometry in XYZ format:
```
52
Properties=species:S:1:pos:R:3:forces:R:3:nbo_charge:R:1
Pt -0.235753 -0.076065 -0.532196 0.42 -0.35 0.17 0.578
C 0.872441 -1.618088 4.405287 0.14 0.02 0.03 -0.856
Se -0.097808 -1.889917 2.774643 -0.15 -0.07 -0.03 1.022
C -1.266471 -0.335341 2.821574 0.06 0.16 -0.04 -0.635
C -0.575858 1.026571 2.835058 -0.03 -0.18 -0.04 -0.583
Se 0.787449 1.218313 1.425986 -0.23 0.04 -0.13 0.419
C 0.594761 3.116802 1.072886 -0.02 0.08 0.05 -0.767
H 0.161668 -1.629858 5.233306 -0.02 0.02 -0.02 0.282
H 1.396586 -0.663621 4.362829 -0.01 0.00 0.02 0.264
H 1.581585 -2.435751 4.500012 0.00 -0.01 0.00 0.282
H -1.900119 -0.459064 3.704246 0.03 -0.03 0.02 0.288
H -1.877091 -0.461061 1.929769 -0.08 0.04 0.03 0.262
H -0.066811 1.225055 3.774859 -0.03 -0.01 0.07 0.246
H -1.338864 1.789479 2.688710 0.00 0.03 -0.04 0.266
H -0.386536 3.322366 0.657664 -0.03 -0.01 0.01 0.241
H 1.370617 3.366355 0.353693 0.01 0.00 -0.01 0.253
H 0.758444 3.671119 1.993278 0.01 -0.02 0.02 0.254
C 5.496981 1.924560 -0.705531 0.00 -0.01 0.07 -0.630
C 4.611939 1.133775 -1.629737 0.13 0.01 0.04 -0.066
O 3.576477 0.476877 -0.816767 -0.01 0.11 -0.15 -0.834
P 2.573943 -0.552645 -1.435493 0.24 -0.08 0.30 2.150
O 1.786370 -1.199873 -0.327742 -0.15 0.12 -0.30 -1.079
Te 0.933936 0.764476 -2.738228 -0.09 0.05 0.09 0.140
O 3.357460 -1.561924 -2.300783 0.01 -0.05 -0.20 -0.829
C 3.513808 -1.611371 -3.762996 -0.06 -0.12 -0.11 -0.054
C 2.474873 -2.518841 -4.367708 -0.01 -0.01 0.08 -0.639
H 6.219260 2.486634 -1.297585 0.00 -0.01 0.01 0.247
H 6.042581 1.263374 -0.033991 -0.01 0.02 0.00 0.234
H 4.913031 2.628619 -0.112782 0.02 0.01 -0.04 0.218
H 5.175120 0.363436 -2.154846 -0.04 -0.05 0.01 0.203
H 4.119969 1.778565 -2.360402 -0.10 0.00 0.01 0.185
H 4.519260 -1.989740 -3.915534 0.06 0.01 0.04 0.228
H 3.462301 -0.598646 -4.163672 -0.02 0.08 0.08 0.185
H 2.606711 -3.543093 -4.023056 -0.01 0.01 0.00 0.242
H 2.574307 -2.501002 -5.453296 0.00 -0.02 0.01 0.250
H 1.463386 -2.194171 -4.111809 0.01 0.01 -0.04 0.204
O -6.128295 -2.923657 0.391125 0.07 0.09 0.01 -0.848
S -5.049976 -2.237066 1.006059 -0.24 -0.18 0.08 2.282
O -4.861827 -2.222557 2.423298 0.01 0.02 0.01 -0.901
N -3.581371 -2.783678 0.357152 0.07 0.09 0.13 -0.597
C -2.940647 -1.798192 -0.133295 -0.05 0.05 -0.08 0.063
S -1.284638 -2.094824 -0.623908 0.13 0.11 -0.05 0.012
C -3.614282 -0.471271 -0.159652 0.09 0.03 -0.14 -0.080
C -3.181553 0.745971 -0.658189 -0.10 -0.06 0.11 -0.220
C -4.035037 1.840807 -0.585777 0.03 0.05 0.06 -0.181
C -5.299228 1.712325 -0.018516 -0.03 -0.05 -0.02 -0.162
C -5.738658 0.490587 0.486407 -0.02 0.06 0.04 -0.153
C -4.872269 -0.577004 0.402604 0.00 -0.03 0.03 -0.308
H -2.206678 0.844039 -1.140642 0.00 0.07 -0.20 0.184
H -3.728812 2.797208 -0.988476 0.01 -0.01 0.01 0.235
H -5.954925 2.571283 0.024962 0.00 0.00 -0.02 0.248
H -6.721755 0.389710 0.927209 0.01 -0.02 -0.01 0.261
```
Forces are in eV/Å.

(2)
Computed, not measured: a 2-piece molecular cluster, C15H24NO7P overall, with ωB97M-V with the def2-TZVPD basis set.

Results
Total charge: -2
Frontier orbital gap: 2.87 eV

The geometry in XYZ format:
```
48
Properties=species:S:1:pos:R:3:forces:R:3:nbo_charge:R:1
C 2.200884 -1.943955 1.971764 0.18 -0.12 -0.05 -0.644
C 3.092595 -0.863206 2.581682 0.08 -0.10 0.20 -0.055
O 2.394200 0.355539 2.859526 0.01 -0.14 0.06 -0.832
P 2.232914 1.461647 1.699701 0.32 0.11 -0.04 2.405
O 3.251692 2.533924 1.764174 -0.23 -0.23 0.02 -1.124
C 0.567145 2.048316 1.997590 -0.32 0.07 0.33 -0.814
C -0.541383 1.074187 2.501704 0.11 0.08 -0.38 -0.415
C -1.723331 0.892886 1.581933 -0.62 0.21 0.19 -0.043
C -2.916518 1.497174 1.786841 0.59 -0.29 0.00 -0.274
C -4.052761 1.279830 0.861503 -0.26 0.33 -0.45 0.474
O -4.907210 2.154870 0.664961 0.19 -0.61 0.54 -0.606
C -4.054183 -0.029549 0.201912 0.59 -0.17 0.12 -0.331
C -2.882343 -0.675719 -0.030886 0.04 0.12 0.16 -0.008
C -2.773290 -2.025909 -0.686524 0.32 0.31 0.28 -0.289
N -1.774430 -2.880343 -0.009100 -0.11 0.29 0.26 -0.860
C -1.599711 0.008107 0.384021 -0.13 0.01 -0.40 0.474
O -0.544296 -0.090465 -0.216994 -0.21 -0.27 0.84 -0.499
O 2.244439 0.598368 0.391433 0.11 0.18 -0.23 -0.826
C 3.332704 0.600997 -0.566225 0.08 -0.42 -0.33 -0.053
C 2.899340 1.153371 -1.905185 -0.48 -0.33 0.15 -0.655
H 2.303369 -2.878496 2.526777 -0.04 -0.01 0.02 0.191
H 2.469143 -2.144720 0.935130 -0.12 0.09 -0.02 0.223
H 1.154534 -1.648337 1.986888 -0.03 0.03 -0.02 0.242
H 3.956738 -0.667689 1.943445 -0.01 0.09 -0.04 0.175
H 3.487138 -1.188110 3.546294 -0.06 0.03 0.01 0.169
H 0.751748 2.793276 2.779090 -0.09 0.09 -0.12 0.235
H 0.248054 2.589403 1.107310 0.02 -0.01 -0.06 0.272
H -0.102181 0.098707 2.714197 0.00 -0.01 -0.03 0.224
H -0.934061 1.456293 3.446774 0.08 0.01 0.00 0.201
H -3.086770 2.152608 2.637492 0.06 0.18 -0.18 0.196
H -5.004050 -0.463280 -0.087820 -0.03 0.14 -0.20 0.207
H -3.744464 -2.520914 -0.649924 -0.10 0.11 -0.10 0.170
H -2.496436 -1.869547 -1.731380 -0.08 -0.08 -0.64 0.297
H -2.154336 -3.790965 0.188537 0.02 -0.13 -0.15 0.342
H -0.947297 -2.973593 -0.578452 0.04 -0.02 -0.12 0.377
H 4.208098 1.089315 -0.136427 -0.11 0.22 0.08 0.176
H 3.574449 -0.459718 -0.698306 0.05 0.02 0.07 0.161
H 2.037760 0.590573 -2.281757 -0.09 0.19 -0.11 0.299
H 3.698433 1.027310 -2.639751 0.08 0.15 0.09 0.191
H 2.565326 2.188721 -1.864521 0.18 0.07 0.04 0.220
O 0.387030 1.296173 -3.775253 0.17 0.05 -0.11 -0.917
C -0.573636 0.560198 -4.340665 -0.21 -0.22 -0.03 -0.022
C -1.039724 -0.693985 -3.426746 0.30 0.15 0.29 -0.044
O -1.984357 -1.513732 -3.902024 -0.19 -0.18 0.16 -0.890
H -0.305995 0.080997 -5.322205 0.06 0.04 0.02 0.057
H -1.544869 1.090326 -4.525117 0.03 0.06 0.01 0.067
H -1.315981 -0.156691 -2.487229 -0.11 -0.08 -0.11 0.097
H -0.054119 -1.194190 -3.198187 -0.09 0.00 -0.02 0.056
```
Forces are in eV/Å.

(3)
Computed, not measured: a 3-piece molecular cluster, C15H25BNO10P overall, with ωB97M-V with the def2-TZVPD basis set.

Results
SMILES string: N=[PH2]C1=C(CB(O)O)C(=O)C=CC1=O.CCOC(=O)OC.CCOC(=O)OC
Total charge: 0
Frontier orbital gap: 7.69 eV

The geometry in XYZ format:
```
53
Properties=species:S:1:pos:R:3:forces:R:3:nbo_charge:R:1
N -3.969085 -4.023418 3.149698 0.27 0.43 -0.03 -1.308
P -3.161623 -3.176745 4.205129 -0.43 -0.55 -0.63 1.336
C -1.436012 -2.898643 3.810179 0.23 0.62 0.10 -0.419
C -1.046513 -1.842554 3.066368 -0.21 -0.29 0.16 0.059
C -1.953603 -0.818196 2.472810 0.43 0.00 -0.38 -0.851
B -2.788707 -1.442160 1.260819 -0.47 0.23 0.06 1.184
O -2.182661 -2.313448 0.385613 0.29 -0.15 0.67 -0.917
O -4.106297 -1.076934 1.065137 0.09 -0.71 0.18 -0.920
C 0.425938 -1.699505 2.779280 0.05 0.22 -0.07 0.491
O 0.918598 -0.609405 2.590808 -0.09 -0.25 -0.16 -0.483
C 1.214877 -2.950220 2.766610 -0.05 -0.57 0.11 -0.231
C 0.796510 -3.999735 3.478319 0.32 0.24 -0.39 -0.224
C -0.429782 -3.876837 4.300397 -0.03 -0.04 0.38 0.494
O -0.591744 -4.506534 5.325930 -0.04 -0.07 -0.39 -0.498
H -3.366986 -4.404395 2.429198 -0.11 -0.23 0.05 0.368
H -3.689569 -1.882387 4.315417 0.04 0.06 0.44 -0.078
H -3.166829 -3.684509 5.510559 0.03 0.21 0.13 -0.039
H -2.587681 -0.319894 3.203038 -0.09 -0.06 0.02 0.256
H -1.318484 -0.039491 2.037144 -0.05 0.12 0.08 0.282
H -2.720097 -3.114057 0.328761 -0.11 0.24 -0.62 0.506
H -4.657712 -1.381318 1.799020 -0.10 0.38 -0.06 0.510
H 2.120800 -2.988361 2.174251 0.03 0.19 0.10 0.240
H 1.343115 -4.934693 3.493121 -0.01 0.03 0.22 0.239
C 1.029999 2.523324 -0.100414 0.05 0.22 0.07 -0.646
C -0.422236 2.118358 -0.214524 0.25 -0.28 -0.16 -0.067
O -1.272293 2.922114 0.619522 -0.04 -0.02 0.02 -0.495
C -1.547143 4.134486 0.144298 -0.05 -0.05 0.02 0.983
O -1.180126 4.585589 -0.909841 0.03 0.03 -0.04 -0.652
O -2.312298 4.765395 1.034489 0.00 0.01 0.02 -0.494
C -2.650877 6.108002 0.676398 -0.08 0.08 0.03 -0.256
H 1.350689 2.510085 0.941680 -0.01 -0.12 0.00 0.219
H 1.656039 1.836072 -0.670419 -0.02 -0.04 0.01 0.225
H 1.186159 3.531302 -0.483963 -0.03 -0.01 -0.06 0.221
H -0.553810 1.098430 0.141964 -0.09 0.04 0.09 0.187
H -0.771130 2.158109 -1.246083 -0.05 0.11 0.01 0.194
H -3.100759 6.143388 -0.312953 0.04 -0.01 -0.03 0.197
H -1.765491 6.740956 0.701934 0.02 -0.01 -0.06 0.189
H -3.365599 6.444333 1.421141 0.01 -0.05 0.04 0.195
C 5.189425 -1.430525 -4.724213 0.00 0.16 0.09 -0.639
C 3.712460 -1.727642 -4.863119 0.13 -0.22 -0.14 -0.070
O 2.911664 -0.873402 -4.030208 -0.01 0.01 0.04 -0.495
C 2.728869 0.362249 -4.492804 -0.05 -0.03 0.03 0.982
O 3.140938 0.799992 -5.534760 0.03 0.03 -0.04 -0.647
O 1.997952 1.032627 -3.602359 -0.03 0.02 0.04 -0.498
C 1.759431 2.402177 -3.940465 -0.08 0.20 0.08 -0.258
H 5.491003 -1.484867 -3.677559 0.01 -0.07 -0.01 0.211
H 5.771135 -2.155131 -5.293863 -0.01 -0.02 0.00 0.218
H 5.423737 -0.433882 -5.094692 -0.02 -0.01 -0.05 0.227
H 3.489896 -2.735525 -4.518543 -0.06 0.03 0.07 0.189
H 3.381509 -1.641263 -5.897420 0.00 0.10 0.00 0.196
H 1.327746 2.495940 -4.933900 0.05 -0.07 -0.04 0.199
H 2.686116 2.971320 -3.886791 0.03 -0.02 -0.07 0.190
H 1.060543 2.781427 -3.200139 0.00 -0.07 0.04 0.199
```
Forces are in eV/Å.